Here is a 2-piece molecular cluster, C2H2Cl2O2 overall from the OMol25 dataset. Energies are from ωB97M-V/def2-TZVPD.

Geometry as XYZ:
```
8
Properties=species:S:1:pos:R:3:forces:R:3:lowdin_spin:R:1
C -1.823 -0.297 -1.676 3.943 4.183 3.483 1.0918
C -0.171 -0.115 0.615 1.880 -2.505 1.816 0.0073
O -2.482 -1.086 -2.142 -4.329 -4.557 -3.652 0.4463
O 0.521 0.290 -0.455 0.261 0.437 0.714 0.0747
Cl -1.292 0.928 1.429 -0.204 0.496 -0.333 0.0341
Cl -1.019 -1.752 0.251 -0.145 0.758 -0.367 0.2900
H 0.021 0.624 -1.239 -0.439 -0.401 0.414 0.0433
H 0.522 -0.584 1.466 -0.968 1.588 -2.076 0.0124
```
Forces are in eV/Å.

ΔE to the lowest compared entry with this formula, charge and spin = 260.0 kJ/mol
⟨S²⟩ = 2.010
maximum force = 7.27 eV/Å
multiplicity = 3



Here is C13H24N2O in the gas phase from the OMol25 dataset. Energies are from ωB97M-V/def2-TZVPD.

Geometry as XYZ:
```
40
Properties=species:S:1:pos:R:3:forces:R:3:mulliken_charge:R:1
C -2.630 1.030 1.387 0.314 0.255 0.017 -1.9395
C -1.189 1.539 1.338 -0.554 -0.509 0.339 -0.3284
C -0.162 0.652 2.110 -0.054 0.747 -0.847 -0.0594
C 1.116 1.385 1.649 -0.533 0.174 0.885 -1.2033
C 0.899 1.186 0.157 -0.771 -0.060 -0.267 -0.7608
C 0.922 -0.343 0.151 -0.664 -0.995 -0.912 -0.0675
C 0.611 -1.151 -1.149 -0.229 -0.817 0.704 -1.8523
N 1.331 -2.430 -1.289 0.320 1.038 1.279 0.2399
C 2.591 -2.352 -2.046 -1.891 -0.701 -0.379 -0.9530
C 0.522 -3.650 -1.228 1.703 0.156 -0.967 -1.0316
C 0.139 -0.744 1.459 0.482 1.040 -0.248 -0.5544
N -1.010 -1.655 1.295 -0.972 -0.213 2.142 0.0592
O -1.609 -1.854 2.356 1.319 0.377 -2.139 -0.4331
C -0.556 1.782 -0.095 0.393 -0.222 0.619 2.2692
C -0.510 3.275 -0.393 0.724 0.291 0.210 -1.6443
C -1.359 1.166 -1.263 0.655 0.349 0.416 -2.1910
H -3.266 1.779 0.933 -0.426 0.138 0.069 0.4432
H -2.796 0.107 0.864 0.051 -0.439 -0.400 0.4245
H -2.931 0.830 2.418 -0.061 0.273 -0.003 0.3963
H -1.233 2.516 1.882 0.371 -0.604 -0.353 0.6282
H -0.372 0.624 3.179 0.114 -0.126 -0.059 0.4999
H 1.165 2.429 1.936 -0.205 0.207 0.199 0.4104
H 1.948 0.875 2.107 0.801 -0.062 -0.351 0.4193
H 1.666 1.665 -0.446 0.031 -0.146 -0.341 0.4771
H 1.933 -0.614 0.362 0.899 -0.150 0.085 0.7507
H 0.832 -0.524 -1.989 0.310 0.505 -0.703 0.4575
H -0.458 -1.350 -1.208 0.013 -0.154 -0.024 0.6131
H 2.883 -3.382 -2.256 0.136 0.105 -0.278 0.3604
H 3.403 -1.910 -1.488 0.157 0.440 0.213 0.2337
H 2.400 -1.795 -3.002 0.516 -0.406 0.519 0.3026
H 1.166 -4.545 -1.044 -0.497 0.711 -0.119 0.3139
H -0.002 -3.769 -2.165 -0.374 -0.502 -0.570 0.3517
H -0.223 -3.584 -0.470 -0.392 0.154 0.808 0.3209
H 0.922 -1.237 2.052 -0.745 -0.308 0.383 0.6884
H 0.290 3.793 0.172 -0.563 -0.148 0.027 0.3376
H -1.494 3.693 -0.152 0.260 0.237 -0.142 0.4121
H -0.269 3.452 -1.448 -0.226 -0.012 0.084 0.4125
H -1.687 0.176 -1.017 -0.222 -0.542 -0.165 0.2987
H -0.750 1.161 -2.173 -0.055 -0.152 0.136 0.3710
H -2.233 1.775 -1.485 -0.138 0.068 0.135 0.5265
```
Forces are in eV/Å.

ΔE to the lowest compared entry with this formula, charge and spin = 45.8 kJ/mol
SMILES string = C[C@H]1[C@@H]2C[C@@H]([C@H](CN(C)C)[C@@H]2N=O)C1(C)C
maximum force = 2.54 eV/Å